An isolated molecule of C4H8O2. Source: the OMol25 dataset; level of theory: ωB97M-V/def2-TZVPD.

* HOMO energy: -9.1281 eV
* lowest unoccupied orbital energy: 0.775 eV
* total charge: 0
* DFT total energy: -8369.376 eV
* Kohn-Sham gap: 9.903 eV

Geometry (Å):
O -0.42 1.45 0.89
O 1.15 0.83 -0.85
C 0.51 -0.92 0.79
C 0.15 0.03 -1.46
C -0.50 -0.80 -0.33
C -0.68 -0.05 0.95
H 0.63 -1.81 1.43
H 0.51 1.38 -0.07
H -1.24 -1.54 -0.63
H 0.10 1.70 1.67
H -1.55 -0.18 1.59
H 1.34 -0.16 0.17
H -0.56 0.70 -1.93
H 0.58 -0.63 -2.23